The following is a quantum chemistry calculation of a cluster of 2 separate species, C3H4N2O in total in a non-equilibrium geometry, from the Open Molecules 2025 dataset.

The value obtained for the highest occupied orbital energy is -0.314 hartree. The calculation puts the electronic energy at -8200.11365 eV.

CARTESIAN COORDINATES (ANGSTROEM)
C (0.4421, -1.6497, 0.7878)
C (-3.0367, -0.2321, 0.0879)
C (1.0333, -0.0926, -1.0114)
N (0.7258, -0.7400, -0.0079)
N (-2.5164, 0.4484, 0.9393)
O (-3.5556, -0.8357, -0.7702)
H (-0.3076, -1.4915, 1.4197)
H (0.5671, -0.2202, -1.9315)
H (1.9354, 0.6229, -0.9773)
H (-1.7178, 0.9537, 0.9526)

Mulliken atomic charge list, values in e, 2 entries: C -0.307; C 0.618